(i)
Molecular formula: C23H24F6N3OSbY
Method: DFT, ωB97M-V/def2-TZVPD

```
59
C23H24F6N3OSbY (ωB97M-V/def2-TZVPD)
Y 0.088 0.472 -0.027
C -2.540 -3.464 0.313
C -1.940 -2.163 -0.051
N -0.806 -1.708 0.449
N -0.236 -2.344 1.456
C 1.028 -1.749 1.704
O 1.481 -0.868 0.923
C 1.694 -2.182 2.885
C 2.930 -1.584 3.218
C 3.579 -1.959 4.367
C 3.008 -2.931 5.194
C 1.794 -3.533 4.878
C 1.130 -3.167 3.728
C -2.589 -1.214 -0.976
C -3.748 -1.553 -1.646
C -4.392 -0.586 -2.416
C -3.871 0.690 -2.451
C -2.695 0.953 -1.753
N -2.039 0.025 -1.063
H -2.017 -3.898 1.160
H -2.471 -4.156 -0.532
H -3.597 -3.343 0.555
H 3.348 -0.829 2.566
H 4.524 -1.507 4.635
H 3.524 -3.221 6.102
H 1.375 -4.284 5.532
H 0.187 -3.623 3.469
H -4.156 -2.550 -1.562
H -5.299 -0.831 -2.953
H -4.359 1.484 -2.997
H -2.274 1.948 -1.745
C -0.363 0.123 -4.268
C 0.282 0.950 -3.193
C -0.076 2.284 -2.989
C 0.562 3.079 -2.044
C 0.144 4.497 -1.796
C 1.641 2.529 -1.337
C 2.070 1.225 -1.556
C 3.391 0.745 -0.996
C 1.316 0.410 -2.420
H -0.638 -0.868 -3.903
H 0.343 -0.021 -5.088
H -1.249 0.609 -4.674
H -0.854 2.721 -3.606
H -0.438 4.556 -0.873
H -0.465 4.884 -2.611
H 1.011 5.144 -1.671
H 2.206 3.163 -0.663
H 3.289 -0.010 -0.219
H 3.949 1.582 -0.581
H 3.979 0.309 -1.803
H 1.680 -0.588 -2.645
F -0.956 2.427 0.564
Sb -0.361 2.472 2.467
F -0.841 0.602 2.122
F 1.222 1.854 1.531
F 0.402 1.979 4.056
F 0.168 4.207 2.217
F -2.075 2.811 3.015
```

- Total charge: +2
- Spin multiplicity: 2
- Frontier orbital gap (alpha / beta): 7.7 / 6.0 eV



(ii)
Molecular formula: C23H24F6N3OSbY
Method: DFT, ωB97M-V/def2-TZVPD

```
59
C23H24F6N3OSbY (ωB97M-V/def2-TZVPD)
Y 0.236 -0.373 -0.966
C -3.195 1.666 1.723
C -2.252 1.252 0.656
N -1.291 0.357 0.837
N -1.223 -0.201 2.025
C -0.260 -1.229 2.024
O 0.436 -1.440 1.005
C -0.149 -1.997 3.231
C 0.726 -3.100 3.252
C 0.845 -3.852 4.397
C 0.099 -3.514 5.528
C -0.769 -2.427 5.518
C -0.901 -1.667 4.374
C -2.358 1.771 -0.710
C -3.367 2.656 -1.061
C -3.471 3.081 -2.381
C -2.563 2.605 -3.303
C -1.573 1.724 -2.874
N -1.457 1.314 -1.616
H -2.849 1.341 2.697
H -4.175 1.215 1.536
H -3.330 2.747 1.719
H 1.284 -3.352 2.361
H 1.508 -4.706 4.422
H 0.196 -4.110 6.426
H -1.339 -2.181 6.402
H -1.573 -0.823 4.353
H -4.075 3.001 -0.322
H -4.256 3.765 -2.674
H -2.610 2.894 -4.343
H -0.858 1.326 -3.582
C 3.236 -0.273 1.501
C 2.729 0.319 0.221
C 1.979 1.503 0.221
C 1.601 2.132 -0.973
C 0.927 3.472 -0.945
C 1.919 1.505 -2.184
C 2.644 0.305 -2.226
C 3.029 -0.323 -3.532
C 3.020 -0.283 -1.010
H 4.259 0.070 1.668
H 3.253 -1.360 1.459
H 2.638 0.042 2.355
H 1.743 1.978 1.167
H 1.685 4.248 -0.823
H 0.237 3.560 -0.105
H 0.393 3.678 -1.872
H 1.637 1.980 -3.117
H 4.052 -0.031 -3.779
H 2.382 0.006 -4.343
H 3.002 -1.410 -3.477
H 3.587 -1.207 -1.026
F -0.090 -0.859 -3.226
Sb -0.842 -2.688 -2.956
F -1.621 -1.652 -1.455
F -2.281 -2.236 -4.014
F -1.469 -4.271 -2.260
F 0.284 -3.346 -4.257
F 0.634 -2.599 -1.665
```

- Total charge: +2
- Spin multiplicity: 2
- Frontier orbital gap (alpha / beta): 7.8 / 6.0 eV



The least stable of them is (i).



(i)
Molecular formula: C6H14
Method: DFT, ωB97M-V/def2-TZVPD

```
20
C6H14 (ωB97M-V/def2-TZVPD)
C -1.590 0.350 1.425
C -1.162 -0.789 0.349
C 0.027 -0.321 -0.476
C 1.346 -0.302 0.261
C 2.026 0.963 0.614
C 2.703 -0.130 -0.691
H -2.020 1.271 1.018
H -0.831 0.633 2.185
H -2.378 -0.203 1.989
H -0.985 -1.639 1.087
H -2.105 -1.036 -0.179
H -4.880 0.751 -2.815
H 0.131 -0.986 -1.313
H 1.580 -1.195 0.908
H 1.752 1.836 -0.002
H -5.222 0.091 -2.732
H 2.568 1.180 1.543
H 3.081 -1.174 -0.986
H 3.769 0.431 -0.601
H 2.192 0.270 -1.585
```

- Spin multiplicity: 1
- Frontier orbital gap: 5.1 eV



(ii)
Molecular formula: C6H14
Method: DFT, ωB97M-V/def2-TZVPD

```
20
C6H14 (ωB97M-V/def2-TZVPD)
C 2.080 -0.002 -0.236
C 0.776 -0.428 0.478
C -0.752 0.044 -0.076
C -0.317 -1.050 -1.206
C -1.710 -0.250 1.118
C -0.653 1.588 -0.225
H 1.981 1.005 -0.649
H 2.449 -0.653 -1.047
H 2.875 0.032 0.520
H 0.867 -1.500 0.758
H 0.657 0.148 1.356
H 0.660 -1.634 -1.230
H -1.046 -1.836 -1.130
H -0.269 -0.500 -2.128
H -1.875 -1.322 1.229
H -2.709 0.229 1.121
H -1.228 0.105 2.054
H -0.123 1.874 -1.134
H -0.069 1.977 0.637
H -1.593 2.170 -0.211
```

- Spin multiplicity: 1
- Frontier orbital gap: 9.5 eV
- Structure (SMILES): CCC(C)(C)C



The least stable of them is (i).



(i)
Molecular formula: C5H10N2O2S
Method: DFT, ωB97M-V/def2-TZVPD

```
20
C5H10N2O2S (ωB97M-V/def2-TZVPD)
C 2.682 0.802 -1.099
C -2.516 0.380 -1.494
C -1.231 0.912 0.851
C 0.334 -0.864 0.399
C -1.409 -0.286 -1.123
N -0.542 0.133 -0.162
N 3.811 0.356 -0.620
O 4.882 1.042 -1.146
O 3.973 -0.682 0.036
S 1.293 1.519 -1.050
H -3.213 1.043 -0.921
H -2.971 0.058 -2.396
H 5.664 0.769 -0.663
H -1.618 1.996 0.510
H -2.099 0.489 1.387
H -0.515 1.009 1.612
H -0.041 -1.772 0.980
H 0.906 -1.223 -0.544
H 1.018 -0.267 0.979
H -0.982 -1.111 -1.806
```

- Spin multiplicity: 1
- Frontier orbital gap (alpha / beta): 7.7 / 7.7 eV



(ii)
Molecular formula: C5H10N2O2S
Method: DFT, ωB97M-V/def2-TZVPD

```
20
C5H10N2O2S (ωB97M-V/def2-TZVPD)
C -1.203 -1.385 0.268
C 0.072 -1.023 0.832
C 0.314 0.427 0.742
C 2.694 0.250 -0.056
C 1.316 0.715 -0.418
N -1.546 0.216 -0.861
N -2.859 0.240 -1.423
O -2.007 -2.252 0.316
O -2.193 1.203 1.414
S -1.236 1.429 0.268
H 0.129 -1.348 1.820
H 0.786 -1.576 0.122
H 0.619 0.747 1.782
H 2.838 -0.883 0.097
H 2.803 0.782 0.957
H 3.526 0.724 -0.583
H 0.824 0.361 -1.376
H 1.432 1.768 -0.564
H -3.565 -0.456 -0.922
H -2.743 0.059 -2.416
```

- Spin multiplicity: 1
- Frontier orbital gap: 9.4 eV



(iii)
Molecular formula: C5H10N2O2S
Method: DFT, ωB97M-V/def2-TZVPD

```
20
C5H10N2O2S (ωB97M-V/def2-TZVPD)
C 2.068 -0.575 0.793
C -0.487 0.026 0.881
C 0.135 -0.198 -0.454
C -1.246 1.323 1.277
C -0.076 0.926 -1.428
N 1.352 -0.884 -0.496
N -0.971 -1.399 -1.176
O -1.999 -1.026 -1.680
O -0.523 -2.518 -1.045
S 0.856 -0.482 2.180
H 2.657 -1.483 0.849
H 2.702 0.333 0.868
H -1.279 -0.774 1.191
H -1.682 1.141 2.194
H -1.931 1.617 0.542
H -0.482 2.189 1.243
H -1.085 0.919 -1.822
H 0.629 0.847 -2.293
H 0.124 1.882 -0.934
H 1.239 -1.863 -0.690
```

- Spin multiplicity: 1
- Frontier orbital gap: 9.4 eV
- Structure (SMILES): C[C@@H]1SCN[C@@]1(C)[N+](=O)[O-]



The least stable of them is (i).



(i)
Molecular formula: C2H7NO2S2
Method: DFT, ωB97M-V/def2-TZVPD

```
14
C2H7NO2S2 (ωB97M-V/def2-TZVPD)
C -0.945 1.178 -0.256
C -1.033 -1.264 -0.056
N -1.544 0.037 0.388
O 1.792 0.785 0.631
O 0.453 -1.370 -0.066
S 3.305 -0.950 -1.017
S 2.057 -0.858 0.439
H 0.205 1.167 -0.249
H -1.426 1.316 -1.233
H -1.294 1.983 0.354
H -1.171 -1.355 -1.104
H -1.347 -2.155 0.478
H 2.465 1.488 0.253
H -1.519 -0.003 1.438
```

- Spin multiplicity: 1
- Frontier orbital gap: 9.3 eV



(ii)
Molecular formula: C2H7NO2S2
Method: DFT, ωB97M-V/def2-TZVPD

```
14
C2H7NO2S2 (ωB97M-V/def2-TZVPD)
C -0.916 2.244 0.047
C 1.555 -1.360 0.293
N -0.853 1.006 0.026
O -3.491 -0.450 0.380
O -1.586 -1.884 -0.047
S 2.186 0.222 -0.035
S -2.329 -0.671 -0.412
H -1.522 2.692 0.764
H -0.383 2.896 -0.631
H 3.065 -0.076 -1.078
H 2.280 -2.061 0.005
H 0.605 -1.471 -0.124
H 1.512 -1.664 1.379
H -0.123 0.578 -0.567
```

- Spin multiplicity: 1
- Frontier orbital gap: 9.0 eV



The least stable of them is (i).



(i)
Molecular formula: CH5N2O
Method: DFT, ωB97M-V/def2-TZVPD

```
9
CH5N2O (ωB97M-V/def2-TZVPD)
C -0.118 0.445 -0.817
N 0.271 -0.452 -1.745
N -0.283 -0.069 1.298
O 1.100 0.597 -1.089
H -1.054 1.071 -0.885
H 0.653 -1.349 -1.472
H -0.277 0.787 1.793
H 0.724 -0.423 1.292
H -1.015 -0.607 1.625
```

- Total charge: +1
- Spin multiplicity: 1
- Frontier orbital gap: 11.3 eV



(ii)
Molecular formula: CH5N2O
Method: DFT, ωB97M-V/def2-TZVPD

```
9
CH5N2O (ωB97M-V/def2-TZVPD)
C 0.584 -0.461 0.109
N -0.781 -0.486 0.053
N 1.307 0.616 0.097
O -1.947 0.444 0.071
H 1.035 -1.444 0.153
H -1.193 -1.414 0.128
H 0.875 1.535 0.071
H 2.315 0.587 0.167
H -2.195 0.623 -0.849
```

- Total charge: +1
- Spin multiplicity: 1
- Frontier orbital gap: 12.1 eV
- Structure (SMILES): [NH2+]=CNO



The least stable of them is (i).



(i)
Molecular formula: C4H9N2OS
Method: DFT, ωB97M-V/def2-TZVPD

```
17
C4H9N2OS (ωB97M-V/def2-TZVPD)
C -1.776 0.547 -0.422
C 2.913 -1.627 0.882
C -3.204 0.127 -0.758
C 3.674 -0.475 0.842
N -1.185 1.458 -1.209
N -1.038 -0.021 0.493
O 2.378 -2.621 0.841
S 0.538 0.329 0.984
H -3.418 -0.874 -0.510
H -3.894 0.563 -0.106
H -3.379 0.347 -1.874
H 4.701 -0.474 0.364
H 4.066 -0.354 1.918
H 3.020 0.344 0.595
H -1.657 1.745 -2.106
H -0.230 1.702 -1.003
H -1.509 -0.718 1.068
```

- Total charge: +1
- Spin multiplicity: 1
- Frontier orbital gap: 6.7 eV



(ii)
Molecular formula: C4H9N2OS
Method: DFT, ωB97M-V/def2-TZVPD

```
17
C4H9N2OS (ωB97M-V/def2-TZVPD)
C 0.425 -0.719 0.924
C 0.809 0.706 0.795
C -1.451 -0.802 0.393
C 2.027 0.830 -0.161
N -0.263 1.376 0.183
N -1.645 -1.154 -1.123
O 0.857 -1.791 1.093
S -1.865 0.785 0.725
H 1.054 0.860 1.846
H -1.893 -1.579 1.001
H 1.756 0.380 -1.141
H 2.979 0.277 0.047
H 2.302 1.971 -0.301
H 0.014 2.308 0.240
H -0.704 -1.453 -1.489
H -1.954 -0.285 -1.535
H -2.447 -1.711 -1.496
```

- Total charge: +1
- Spin multiplicity: 1
- Frontier orbital gap: 9.4 eV



(iii)
Molecular formula: C4H9N2OS
Method: DFT, ωB97M-V/def2-TZVPD

```
17
C4H9N2OS (ωB97M-V/def2-TZVPD)
C -1.443 1.413 0.256
C -1.018 1.464 -1.243
C 0.315 -0.401 -0.080
C 2.436 -1.500 0.190
N -0.516 0.169 2.139
N -0.912 0.081 0.929
O 1.066 -1.319 0.387
S 0.705 0.818 -1.091
H -1.192 2.251 0.847
H -2.483 1.415 0.143
H -1.674 0.824 -1.896
H -0.961 2.402 -1.639
H -1.775 -0.539 0.701
H 2.786 -2.080 1.151
H 2.896 -0.532 -0.047
H 2.799 -2.024 -0.765
H -0.470 -0.556 2.803
```

- Total charge: +1
- Spin multiplicity: 1
- Frontier orbital gap (alpha / beta): 7.4 / 7.4 eV



The least stable of them is (iii).